[1]
The following is a DFT calculation (wB97M-V/def2-TZVPD) of an isolated molecule of C6H8N2.

Bonds (Å) are listed after each position.
Geometry (Å):
1 C -2.115 -0.242 -0.069  C2 1.345, C8 1.555, H9 1.106
2 C -1.156 -1.184 -0.120  C1 1.345, C3 1.455, H10 1.201
3 C 0.114 -0.613 0.300  C2 1.455, N4 1.280, C7 1.548, H11 1.016
4 N 1.271 -1.099 0.050  C3 1.280, N5 1.431, H12 1.168
5 N 2.141 0.031 -0.064  N4 1.431, C6 1.309
6 C 1.417 1.085 0.211  N5 1.309, C7 1.550, H13 1.214
7 C -0.027 0.814 -0.284  C3 1.548, C6 1.550, C8 1.530, H14 1.113
8 C -1.461 1.156 0.123  C1 1.555, C7 1.530, H15 1.002, H16 1.123
9 H -3.188 -0.397 -0.287  C1 1.106
10 H -1.375 -2.359 -0.003  C2 1.201
11 H 0.089 -0.463 1.304  C3 1.016
12 H 1.701 -1.735 -0.832  N4 1.168
13 H 1.688 2.155 -0.296  C6 1.214
14 H 0.069 0.905 -1.389  C7 1.113
15 H -1.715 1.867 -0.536  C8 1.002
16 H -1.787 1.407 1.169  C8 1.123

Computed properties:
Multiplicity: 1
Orbital gap in eV: 9.65
SMILES: C1=C[C@H]2NN=C[C@@H]2C1

Atom charges from the Löwdin analysis, given in e for atoms 1 to 6: atom 1 (C): -0.07, atom 2 (C): -0.06, atom 3 (C): -0.53, atom 4 (N): -0.03, atom 5 (N): 0.04, atom 6 (C): -0.13

[2]
The following is a DFT calculation (wB97M-V/def2-TZVPD) of a cluster of 13 separate species, C21H53N11O27S2 in total.

Bonds (Å) are listed after each position.
Geometry (Å):
1 C 7.425 -0.866 -0.496  N2 1.517, H5 1.090, H6 1.090, H7 1.090
2 N 7.514 -1.825 0.675  C1 1.517, O3 1.173, O4 1.210
3 O 8.545 -2.373 0.789  N2 1.173
4 O 6.589 -1.901 1.451  N2 1.210
5 H 8.345 -0.478 -0.934  C1 1.090
6 H 6.654 -0.162 -0.185  C1 1.090
7 H 6.912 -1.487 -1.231  C1 1.090
8 C 3.757 -7.591 -0.418  N9 1.490, H12 1.090, H13 1.090, H14 1.090
9 N 2.744 -7.704 -1.504  C8 1.490, O10 1.202, O11 1.234
10 O 3.118 -8.164 -2.549  N9 1.202
11 O 1.556 -7.601 -1.188  N9 1.234
12 H 3.938 -8.582 -0.001  C8 1.090
13 H 3.371 -6.870 0.302  C8 1.090
14 H 4.654 -7.247 -0.934  C8 1.090
15 C 2.916 -1.302 4.746  N16 1.501, H19 1.090, H20 1.090, H21 1.090
16 N 4.266 -1.250 5.398  C15 1.501, O17 1.226, O18 1.198
17 O 4.860 -0.183 5.282  N16 1.226
18 O 4.643 -2.178 6.055  N16 1.198
19 H 2.978 -1.807 3.782  C15 1.090
20 H 2.503 -0.303 4.606  C15 1.090
21 H 2.326 -1.937 5.407  C15 1.090
22 C -3.406 -0.398 -4.688  N23 1.564, H26 1.090, H27 1.090, H28 1.090
23 N -3.539 0.794 -5.693  C22 1.564, O24 1.245, O25 1.263
24 O -2.499 1.185 -6.253  N23 1.245
25 O -4.676 1.081 -6.162  N23 1.263
26 H -3.659 -1.275 -5.284  C22 1.090
27 H -4.125 -0.313 -3.874  C22 1.090
28 H -2.371 -0.455 -4.352  C22 1.090
29 C 3.162 4.332 -5.428  N30 1.456, H33 1.090, H34 1.090, H35 1.090
30 N 2.793 4.823 -4.108  C29 1.456, O31 1.274, O32 1.213
31 O 2.776 3.992 -3.143  N30 1.274
32 O 2.529 6.001 -3.987  N30 1.213
33 H 2.644 4.912 -6.191  C29 1.090
34 H 2.989 3.274 -5.621  C29 1.090
35 H 4.203 4.575 -5.644  C29 1.090
36 C -3.310 -7.292 -3.335  N37 1.477, H40 1.090, H41 1.090, H42 1.090
37 N -4.241 -6.285 -2.785  C36 1.477, O38 1.220, O39 1.271
38 O -4.008 -5.103 -2.974  N37 1.220
39 O -5.280 -6.705 -2.187  N37 1.271
40 H -2.607 -7.672 -2.594  C36 1.090
41 H -2.826 -6.902 -4.231  C36 1.090
42 H -3.863 -8.125 -3.767  C36 1.090
43 C 3.040 -2.246 -4.645  N44 1.477, H47 1.090, H48 1.090, H49 1.090
44 N 1.817 -2.698 -5.338  C43 1.477, O45 1.219, O46 1.237
45 O 1.306 -1.931 -6.135  N44 1.219
46 O 1.334 -3.780 -4.983  N44 1.237
47 H 3.314 -3.003 -3.910  C43 1.090
48 H 2.830 -1.230 -4.310  C43 1.090
49 H 3.821 -2.190 -5.404  C43 1.090
50 C -6.698 3.822 1.026  N51 1.471, H54 1.090, H55 1.090, H56 1.090
51 N -6.585 2.386 0.733  C50 1.471, O52 1.218, O53 1.226
52 O -6.209 1.668 1.641  N51 1.218
53 O -6.854 2.050 -0.416  N51 1.226
54 H -6.159 4.448 0.315  C50 1.090
55 H -6.294 3.960 2.030  C50 1.090
56 H -7.747 4.099 0.924  C50 1.090
57 C -2.577 1.495 7.408  C58 1.504, O63 1.430, H64 1.090, H65 1.090
58 C -3.172 1.524 6.026  C57 1.504, O59 1.451, H66 1.090, H67 1.090
59 O -2.345 2.400 5.215  C58 1.451, S60 1.649
60 S -1.276 3.286 6.106  O59 1.649, O61 1.458, O62 1.459, O63 1.636
61 O -1.984 4.502 6.485  S60 1.458
62 O 0.006 3.402 5.421  S60 1.459
63 O -1.303 2.127 7.261  C57 1.430, S60 1.636
64 H -2.579 0.473 7.784  C57 1.090
65 H -3.285 2.182 7.871  C57 1.090
66 H -4.181 1.928 5.946  C58 1.090
67 H -3.205 0.510 5.629  C58 1.090
68 C -4.740 7.396 -3.974  C69 1.540, O74 1.421, H75 1.090, H76 1.090
69 C -3.498 8.041 -3.331  C68 1.540, O70 1.413, H77 1.090, H78 1.090
70 O -2.998 6.963 -2.566  C69 1.413, S71 1.658
71 S -3.103 5.535 -3.401  O70 1.658, O72 1.438, O73 1.452, O74 1.646
72 O -3.402 4.457 -2.497  S71 1.438
73 O -2.044 5.466 -4.392  S71 1.452
74 O -4.545 5.990 -4.051  C68 1.421, S71 1.646
75 H -4.947 7.871 -4.932  C68 1.090
76 H -5.626 7.549 -3.357  C68 1.090
77 H -3.813 8.817 -2.633  C69 1.090
78 H -2.813 8.438 -4.080  C69 1.090
79 C 6.344 4.810 0.156  O80 1.208, N81 1.378, H84 1.101
80 O 7.357 4.153 0.111  C79 1.208
81 N 5.780 5.090 1.382  C79 1.378, C82 1.461, C83 1.481
82 C 4.407 5.590 1.384  N81 1.461, H85 1.090, H86 1.090, H87 1.090
83 C 6.342 4.626 2.671  N81 1.481, H88 1.090, H89 1.090, H90 1.090
84 H 5.755 5.044 -0.744  C79 1.101
85 H 4.479 6.421 2.086  C82 1.090
86 H 3.745 4.789 1.715  C82 1.090
87 H 4.062 6.040 0.453  C82 1.090
88 H 7.426 4.714 2.590  C83 1.090
89 H 6.009 5.265 3.489  C83 1.090
90 H 6.074 3.609 2.957  C83 1.090
91 C -1.737 -4.970 4.350  O92 1.221, N93 1.366, H96 1.101
92 O -1.799 -4.043 5.143  C91 1.221
93 N -2.750 -5.185 3.459  C91 1.366, C94 1.459, C95 1.483
94 C -2.653 -6.274 2.493  N93 1.459, H97 1.090, H98 1.090, H99 1.090
95 C -4.074 -4.524 3.568  N93 1.483, H100 1.090, H101 1.090, H102 1.090
96 H -0.902 -5.685 4.297  C91 1.101
97 H -3.153 -5.927 1.589  C94 1.090
98 H -3.233 -7.112 2.881  C94 1.090
99 H -1.684 -6.671 2.189  C94 1.090
100 H -4.666 -5.328 4.004  C95 1.090
101 H -4.202 -3.734 4.308  C95 1.090
102 H -4.430 -4.267 2.570  C95 1.090
103 C 0.780 -0.304 -0.028  O104 1.247, N105 1.362, H108 1.101
104 O 1.887 -0.637 -0.495  C103 1.247
105 N -0.346 -1.069 -0.002  C103 1.362, C106 1.470, C107 1.414
106 C -0.331 -2.494 -0.358  N105 1.470, H109 1.090, H110 1.090, H111 1.090
107 C -1.602 -0.661 0.504  N105 1.414, H112 1.090, H113 1.090, H114 1.090
108 H 0.608 0.715 0.352  C103 1.101
109 H -1.270 -2.700 -0.872  C106 1.090
110 H -0.385 -3.231 0.443  C106 1.090
111 H 0.452 -2.881 -1.011  C106 1.090
112 H -1.782 0.413 0.450  C107 1.090
113 H -2.547 -1.052 0.125  C107 1.090
114 H -1.743 -0.871 1.564  C107 1.090

Computed properties:
Multiplicity: 1
Orbital gap in eV: 8.60

Atom charges from the Löwdin analysis, given in e for atoms 1 to 6: atom 1 (C): 0.05, atom 2 (N): -0.48, atom 3 (O): 0.09, atom 4 (O): 0.06, atom 5 (H): 0.10, atom 6 (H): 0.10

Which ΔE to the lowest compared entry with this formula, charge and spin belongs to each record? In order, 551.2; 1.2 kJ/mol.